Record 1
ORCA calculation (ωB97M-V/def2-TZVPD) on a molecular structure, C26H32F6N4O3ReSSb2 in a non-equilibrium geometry.

Each line ends with the Mulliken spin population.
Atoms and positions in Å:
C -11.83 12.15 -3.36  0.192
C -12.03 10.19 -4.71  0.194
N -15.68 4.05 -5.02  -0.045
N -17.49 5.17 -5.95  0.018
C -22.80 5.23 -6.53  0.000
F -16.53 2.95 -0.23  -0.002
C -21.69 5.59 -7.39  0.001
C -14.50 3.94 -0.88  0.032
F -14.20 6.26 -0.56  -0.009
H -14.20 2.87 -4.25  0.004
C -14.06 3.02 -6.40  -0.005
H -15.55 7.58 -6.31  -0.004
H -18.83 8.04 -4.95  0.001
F -15.84 4.54 1.11  0.000
C -15.86 4.08 -0.11  0.009
N -24.07 5.49 -6.90  0.000
C -13.55 5.12 -0.48  -0.004
C -12.49 11.45 -2.36  -0.078
H -24.38 5.68 -7.82  0.000
F -12.61 5.17 -1.42  0.002
N -15.73 4.51 -7.31  -0.001
C -18.43 8.35 -3.97  0.026
Re -16.36 4.62 -3.15  1.924
H -13.00 8.50 -1.18  0.013
C -20.38 5.46 -6.87  0.001
H -14.22 3.74 -8.42  0.001
H -11.71 9.79 -5.63  0.005
H -17.49 9.05 -0.15  0.000
O -14.73 4.18 -2.26  0.029
H -18.15 9.41 -3.89  0.000
H -23.41 4.45 -4.71  0.000
C -12.56 8.01 -3.84  0.478
H -11.09 11.92 -5.43  0.000
H -16.66 10.72 -3.60  0.001
C -12.57 9.42 -3.70  -0.032
H -13.51 10.09 -0.51  -0.001
Sb -15.53 9.11 -1.83  0.026
H -12.82 7.39 -3.00  0.141
C -13.76 2.61 -0.72  0.000
O -18.53 2.85 -5.64  0.010
H -14.95 8.89 -5.21  -0.012
C -14.70 3.23 -5.16  0.005
C -14.65 3.77 -7.45  0.012
C -11.63 11.48 -4.56  -0.072
C -13.51 9.44 -1.39  -0.017
H -11.67 13.22 -3.21  0.005
H -16.55 7.48 0.04  -0.001
F -12.95 5.07 0.66  0.000
S -18.55 4.20 -5.25  0.019
Sb -16.65 7.27 -3.85  -0.016
C -16.54 8.56 -0.08  0.000
O -18.37 4.32 -3.72  0.013
H -13.72 2.49 0.38  0.000
H -12.34 7.52 -4.73  -0.014
C -15.98 10.94 -2.79  -0.005
C -12.77 10.11 -2.47  0.139
H -12.57 11.87 -1.35  0.001
H -13.11 2.43 -6.56  0.000
H -14.28 1.75 -1.11  -0.002
H -19.54 5.70 -7.54  0.000
F -16.72 4.95 -0.85  0.002
H -24.79 5.10 -6.32  0.000
H -15.07 11.30 -3.33  0.003
C -16.30 4.57 -6.16  -0.009
C -20.20 4.90 -5.59  0.005
H -16.58 9.05 -5.77  -0.001
H -12.73 2.67 -1.11  0.001
H -19.21 8.03 -3.32  -0.002
H -21.80 6.17 -8.31  0.000
C -15.80 8.32 -5.54  0.018
C -22.54 4.65 -5.28  0.001
C -21.27 4.49 -4.84  0.001
H -21.16 4.11 -3.82  0.000
H -16.34 11.67 -2.03  0.000
H -16.08 8.92 0.82  0.000

E_LUMO (spin up / spin down): -6.7 / -6.4 eV
Net charge: +2
Largest force on an atom: 0.0857 hartree/bohr
Frontier orbital gap (spin up / spin down): 5.653 / 6.000 eV
2S+1: 4
⟨S²⟩: 3.801


Record 2
ORCA calculation (ωB97M-V/def2-TZVPD) on a molecular structure, C26H32GeHfN5O2 in a non-equilibrium geometry.

Each line ends with the Löwdin charge.
Atoms and positions in Å:
C -2.83 0.69 -2.61  -0.091
N -1.01 1.70 1.97  -0.050
H 2.57 -1.44 -1.77  0.056
H -0.78 -2.98 -0.63  0.112
H 4.41 0.77 -0.58  0.071
H -0.41 -6.20 2.17  0.106
C -1.06 1.87 -5.51  -0.227
H 0.59 -1.05 -5.65  0.012
C -3.30 2.21 -0.79  -0.061
O -3.21 2.44 2.06  0.039
C -0.72 2.99 5.45  -0.109
C -0.45 1.81 6.13  -0.111
H 0.49 1.04 -1.74  0.036
H -3.87 3.03 -0.37  0.097
H 0.99 -1.37 -3.96  0.006
H -1.26 2.90 -5.23  0.016
C -0.71 -1.83 3.74  -0.479
C -0.92 2.97 4.08  -0.032
C -3.61 1.65 -2.08  -0.112
C -0.74 -3.37 0.38  -0.113
H 3.13 -1.74 1.92  0.067
C -0.38 0.61 5.45  -0.026
Hf -0.35 -0.17 1.09  1.536
H 4.60 -0.90 1.36  0.068
H -2.01 1.34 -5.54  0.003
H -0.66 2.31 -2.18  0.082
H 2.84 1.04 -1.35  0.049
H -0.59 -5.42 -0.19  0.103
H -3.08 0.19 -3.54  0.086
H -0.62 1.86 -6.51  0.008
H 2.20 1.90 -5.52  0.009
N -0.52 -0.59 3.26  -0.020
H -1.14 3.87 3.53  0.112
C -0.39 1.27 -2.36  -0.242
C -0.70 -2.88 2.63  -0.174
Ge 0.16 1.03 -4.22  0.807
C 0.27 -0.89 -4.62  -0.217
C 3.09 -1.64 -0.82  -0.080
H 1.97 2.82 -4.02  0.017
H -4.51 1.96 -2.60  0.092
C -0.58 0.57 4.07  -0.200
C -2.43 1.54 -0.01  -0.272
O -0.88 -2.22 4.89  0.026
C -1.54 0.36 -1.90  -0.438
H -0.49 -4.47 4.01  0.117
H -1.25 -0.67 -2.13  0.103
C -0.52 -5.15 1.95  -0.052
N -0.77 -2.47 1.36  0.005
C -0.85 1.77 3.38  -0.239
N -1.71 0.44 -0.45  -0.117
C 3.33 0.81 -0.40  -0.076
H -0.19 -0.32 5.97  0.094
H 3.31 -0.01 2.21  0.071
C -2.26 1.95 1.46  -0.492
H -0.78 3.93 5.99  0.090
C 2.79 -0.51 0.17  -0.787
H 2.72 -2.59 -0.42  0.065
H 3.12 1.63 0.29  0.074
N 1.38 -0.42 0.39  -0.237
C 3.51 -0.81 1.49  -0.082
H 2.69 1.21 -3.96  0.006
C 1.94 1.82 -4.46  -0.225
H -0.29 1.83 7.20  0.090
C -0.56 -4.22 2.97  0.005
H 4.16 -1.73 -1.02  0.069
C -0.62 -4.72 0.63  -0.056
H -0.70 -1.37 -4.49  0.010

E_LUMO: 2.3 eV
Net charge: -1
Largest force on an atom: 0.0244 hartree/bohr
Frontier orbital gap: 6.492 eV
2S+1: 1


Record 3
ORCA calculation (ωB97M-V/def2-TZVPD) on a molecular structure, C26H32MgNO5S in a non-equilibrium geometry.

Each line ends with the Löwdin charge.
Atoms and positions in Å:
O 2.98 -0.91 -0.30  -0.272
C 1.56 3.22 -0.70  -0.202
H 7.47 -1.30 2.50  0.101
C -0.41 1.10 3.61  -0.202
C -4.47 -2.81 -1.39  -0.095
H -0.18 2.53 -3.49  0.056
H 1.76 3.68 0.26  0.049
H -2.22 -0.10 2.95  0.079
H -1.09 0.99 -2.03  0.098
C -0.87 -0.72 -3.36  -0.135
H 0.71 -2.23 -3.65  0.111
H -0.11 -2.72 -0.85  0.114
C 1.73 1.79 -2.51  -0.208
C -3.00 -2.89 -1.00  -0.152
C -1.61 1.73 1.72  -0.186
C -4.79 -0.33 -1.32  -0.020
O 1.68 -1.81 1.64  -0.375
H -0.11 0.61 4.54  0.088
H -5.10 -3.63 -1.02  0.113
C 0.41 3.40 -1.51  -0.216
C 4.19 0.79 2.31  -0.117
C 4.19 -0.55 1.92  -0.212
C 6.56 0.65 2.79  -0.069
C -1.49 0.70 2.73  -0.299
H 2.06 0.96 -3.14  0.054
C 2.41 2.29 -1.35  -0.201
H 5.39 -2.31 1.51  0.114
O -0.25 -0.64 -1.04  -0.192
H -5.33 -0.98 1.35  0.085
H -0.49 3.64 1.41  0.098
C 5.39 1.41 2.67  0.006
H -4.23 -0.24 -2.25  0.085
H -0.83 -2.87 -3.07  0.083
H -4.72 0.58 -0.72  0.093
C -0.62 2.70 1.96  -0.121
C 2.89 1.46 2.02  -0.475
H -5.84 -0.42 -1.62  0.091
O 2.69 2.67 2.12  0.042
H -0.43 4.07 -1.32  0.053
C -1.16 -0.10 -2.01  -0.195
H -0.19 -0.07 -3.92  0.099
H 3.41 2.03 -1.06  0.055
H 7.49 1.10 3.15  0.102
H -5.03 -2.70 1.17  0.089
H -2.44 1.83 1.02  0.087
H 0.88 2.91 3.60  0.091
H -2.39 -2.80 -1.91  0.095
H -6.37 -1.97 0.31  0.094
C 0.29 -1.92 -1.51  -0.160
Mg -0.10 -0.43 1.41  0.935
C -4.42 -1.56 -0.52  -0.571
N 1.97 0.54 1.55  -0.090
C 0.53 2.56 -2.66  -0.251
S 2.67 -0.84 1.11  0.660
H -1.76 -0.84 -3.99  0.111
H -2.17 -0.33 -1.64  0.081
C 6.55 -0.71 2.41  -0.080
O -2.99 -1.66 -0.18  -0.096
C -5.35 -1.80 0.65  -0.028
C -0.13 -2.03 -2.98  -0.150
H 5.38 2.50 2.83  0.125
H -4.65 -2.62 -2.45  0.117
C 5.38 -1.30 1.89  -0.038
C 0.10 2.33 3.13  -0.164
H 1.38 -1.87 -1.36  0.092
H -2.73 -3.79 -0.42  0.127

E_LUMO: 2.0 eV
Net charge: -1
Largest force on an atom: 0.0558 hartree/bohr
Frontier orbital gap: 4.231 eV
2S+1: 1


Record 4
ORCA calculation (ωB97M-V/def2-TZVPD) on C26H32N4O2 in the gas phase in a non-equilibrium geometry.

Each line ends with the Löwdin charge.
Atoms and positions in Å:
C 1.21 -2.28 2.15  -0.212
H -0.36 2.18 -5.96  0.114
C -0.40 -2.62 4.38  -0.060
C -0.18 1.90 3.32  -0.281
C 1.97 -1.01 -1.27  -0.189
H -2.55 -1.07 4.40  0.077
C -0.85 -1.83 3.33  -0.281
H 2.71 -1.64 -1.81  0.128
H -1.02 -2.75 5.26  0.108
C -2.20 -1.17 3.37  -0.041
H 1.32 1.54 0.30  0.096
H 0.22 -3.51 0.03  0.124
C -1.01 -1.11 -3.75  -0.143
C -0.75 2.46 -4.99  -0.081
H 2.76 -2.91 0.80  0.129
C 0.93 -0.47 -2.24  -0.151
H 1.18 -3.84 5.14  0.100
C -0.42 -2.51 -1.77  -0.140
H 0.79 1.96 5.22  0.086
H 1.24 2.50 -4.10  0.120
H 2.61 -3.55 3.16  0.108
H -2.92 -1.77 2.82  0.085
N 1.30 -1.76 -0.23  -0.186
C -0.50 3.20 -0.70  -0.291
O -2.20 1.37 -3.42  0.075
H 0.08 0.05 -5.14  0.145
C -1.31 3.20 1.63  -0.014
H -0.94 1.64 5.31  0.078
C 0.84 -3.23 4.32  -0.082
H 0.25 0.18 -1.71  0.104
H -1.17 -1.95 -1.22  0.123
H -2.09 3.87 1.34  0.112
H 0.61 4.10 -4.58  0.127
H -1.90 3.11 3.68  0.111
C 1.64 -3.06 3.21  -0.049
H -0.90 -3.39 -2.20  0.120
C -0.04 1.44 4.74  -0.040
N -1.31 4.12 -1.13  0.148
H -0.36 -1.06 1.39  0.117
C 0.35 3.13 -4.14  -0.081
C -0.13 3.32 -2.75  -0.360
C 0.62 1.88 1.05  -0.013
C 0.67 -2.94 -0.79  -0.185
C -0.40 2.76 0.68  -0.159
H 0.17 0.37 4.78  0.069
H -2.16 -0.19 2.91  0.070
H 2.51 -0.18 -0.81  0.111
H 1.41 -3.58 -1.30  0.128
H -1.57 3.17 -5.12  0.127
N -0.70 0.09 -4.50  0.067
C -1.19 2.77 2.94  -0.040
H 0.84 -2.21 -3.50  0.142
H 1.52 0.79 2.65  0.113
H -1.85 -0.84 -3.12  0.122
C 0.73 1.46 2.36  -0.044
H 2.72 -1.17 1.15  0.125
C 2.09 -2.04 0.94  -0.151
H -1.33 -1.90 -4.44  0.127
H 1.44 0.12 -3.01  0.105
N 0.28 2.68 -1.70  0.215
C 0.15 -1.62 -2.88  -0.305
C -1.30 1.26 -4.23  -0.510
O -1.08 4.22 -2.47  0.052
C -0.03 -1.67 2.22  -0.017

E_LUMO: 0.6 eV
Net charge: 0
Largest force on an atom: 0.0252 hartree/bohr
Frontier orbital gap: 9.156 eV
SMILES: Cc1ccc(-c2noc(CCC(=O)NCC3CCN(Cc4cccc(C)c4)CC3)n2)cc1
2S+1: 1